## w
C55H51BaN6O6P4Se | ωB97M-V/def2-TZVPD

Values from the calculation:
- Highest occupied orbital energy: -4.0 eV
- Charge: -1
- Spin multiplicity: 1

Element x y z (Å)
Ba -0.555 -0.568 -0.155
Se -4.004 -0.991 0.808
P 0.709 1.278 -4.803
P 0.901 2.330 1.290
P -1.449 0.379 2.548
P -0.476 -4.477 -0.001
O -0.525 -0.773 2.172
O -3.051 -0.546 2.201
O -4.890 0.284 0.426
O -2.832 -1.283 -0.333
O -4.791 -2.324 1.172
O 0.700 1.517 0.050
N 1.733 3.276 -3.116
N 2.673 1.297 -2.813
N -1.993 2.022 -4.634
N -1.425 0.436 -3.203
N 1.518 -1.191 -5.768
N 1.021 -1.231 -3.606
C -0.980 -0.073 5.185
C -2.483 0.388 7.004
C -1.905 -3.523 3.693
C -0.452 6.662 0.669
C 2.719 -2.297 -0.966
C 0.204 1.578 2.793
C -1.272 -0.107 6.540
C 2.319 -4.970 -0.383
C 3.420 3.602 1.668
C -3.040 2.946 -0.511
C 1.724 -0.721 -7.121
C -0.490 -6.320 0.005
C -0.797 -3.598 4.523
C 1.374 -2.479 -4.001
C -0.534 -4.133 1.797
C -0.619 -9.120 -0.198
C 1.109 -0.471 -4.672
C -3.414 0.895 6.107
C 0.950 4.344 -3.691
C 0.336 4.031 1.093
C 0.577 -4.192 2.637
C 1.731 1.949 -3.454
C -1.944 3.057 -5.643
C -3.135 0.913 4.748
C -2.414 1.851 0.045
C -1.773 -3.789 2.336
C 0.445 -3.928 3.992
C -3.185 3.984 1.636
C -0.009 4.457 -0.184
C -0.409 5.770 -0.391
C 1.686 -2.477 -5.337
C -2.769 0.645 -3.115
C -3.440 4.018 0.281
C 5.474 2.350 1.708
C -2.540 2.882 2.196
C 3.377 1.209 1.425
C -1.907 0.451 4.290
C 3.296 2.216 -2.019
C -2.152 1.789 1.431
C 4.758 1.172 1.534
C -0.189 -6.973 -1.193
C 3.798 -3.179 -0.970
C 1.395 -2.691 -0.686
C 3.601 -4.524 -0.676
C -0.872 -7.101 1.094
C 0.288 4.928 2.159
C -3.139 1.626 -3.997
C 2.731 3.446 -2.188
C -0.965 1.284 -4.092
C -0.243 -8.354 -1.294
C 4.805 3.564 1.772
C 1.257 -4.064 -0.395
C 2.700 2.426 1.493
C -0.937 -8.486 0.994
C -0.100 6.242 1.945
H 1.316 -3.975 4.636
H -1.118 -6.625 2.035
H -2.187 1.027 -0.607
H -4.370 1.257 6.463
H -2.711 0.362 8.062
H 0.007 -8.832 -2.234
H 0.102 -6.388 -2.060
H -3.879 1.251 4.038
H 0.549 4.604 3.160
H -0.136 6.934 2.777
H 0.047 2.431 3.466
H 1.018 0.959 3.174
H 1.549 4.944 -4.378
H -0.769 7.684 0.506
H -1.020 2.968 -6.211
H -1.999 4.051 -5.195
H -0.554 -0.533 7.231
H 4.796 -2.822 -1.213
H 0.109 3.927 -4.239
H -1.238 -9.069 1.857
H 1.394 -3.303 -3.306
H 2.013 -3.259 -6.002
H -2.336 2.895 3.260
H -2.783 2.933 -6.326
H 0.021 3.738 -0.995
H 2.222 -1.507 -7.684
H 5.268 0.219 1.468
H -0.897 -3.381 5.581
H -3.944 4.869 -0.161
H -3.232 2.944 -1.577
H 4.435 -5.218 -0.670
H 4.099 1.937 -1.356
H 5.359 4.487 1.897
H 2.909 4.557 1.706
H 0.777 -0.484 -7.607
H -4.096 2.062 -4.225
H -3.481 4.809 2.272
H 2.356 0.166 -7.128
H -2.872 -3.231 4.085
H -0.709 6.092 -1.381
H -3.386 0.075 -2.435
H -0.049 -0.484 4.812
H -2.642 -3.704 1.692
H 6.554 2.322 1.786
H -0.662 -10.200 -0.274
H 2.922 -1.260 -1.240
H 2.158 -6.018 -0.146
H 0.559 4.986 -2.904
H 2.918 4.404 -1.731
H 1.548 -4.430 2.218
H 2.834 0.285 1.255

## x
C55H51BaN6O6P4Se | ωB97M-V/def2-TZVPD

Values from the calculation:
- Highest occupied orbital energy: -4.1 eV
- Charge: -1
- Spin multiplicity: 1

Element x y z (Å)
Ba 0.125 0.562 -0.530
Se -0.187 3.641 -0.067
P 2.257 -2.356 0.572
P -0.527 0.152 4.142
P -1.287 -2.797 -2.453
P -3.095 -0.469 -3.007
O -0.732 3.835 1.455
O -1.252 2.632 -0.884
O 0.066 4.983 -0.919
O -2.599 -0.103 -1.667
O 1.183 2.676 -0.007
O -0.293 -2.004 -1.700
N -2.078 0.253 1.747
N 0.466 -2.442 4.351
N -1.408 -2.360 3.184
N 2.055 1.242 4.096
N 1.314 0.650 2.106
N -2.446 1.888 3.194
C -1.738 0.749 2.926
C 2.204 -6.014 -1.366
C -2.074 -1.790 -3.763
C 1.028 0.678 3.384
C 3.551 -0.121 -2.500
C 3.423 -4.079 2.512
C -3.430 1.915 -6.312
C 1.656 -2.043 5.064
C 3.041 1.533 3.192
C 5.146 -2.122 3.442
C -2.643 -3.403 -1.418
C -2.658 -2.978 -0.095
C 0.187 -5.802 -0.086
C 5.399 -1.568 -1.948
C 0.583 -4.534 0.311
C -3.261 2.108 2.124
C 0.725 -3.808 -3.970
C -2.658 2.138 -3.642
C 0.843 -6.000 -4.943
C -3.714 -4.157 -1.903
C -7.298 -2.259 -2.533
C -1.000 -3.659 3.293
C 4.241 -4.334 3.605
C -3.032 1.090 1.248
C 4.329 -1.868 2.351
C -5.414 -1.052 -1.665
C 1.389 -4.740 -4.750
C -0.498 -4.131 -3.386
C -2.599 3.243 -4.484
C 1.799 -3.996 -0.106
C 4.638 -2.099 -0.922
C -6.650 -2.400 -3.753
C -1.023 -5.407 -3.551
C -4.762 -4.506 -1.073
C -3.721 -3.316 0.737
C 3.336 -1.632 -0.714
C 2.725 -0.610 -1.463
C 4.838 -0.574 -2.748
C 2.598 -4.747 -0.966
C -2.984 3.133 -5.809
C -4.763 -4.086 0.250
C -0.517 -1.645 3.830
C 5.105 -3.358 4.077
C 2.146 1.485 5.515
C 2.565 1.162 1.968
C 0.169 -3.731 3.991
C -3.485 0.809 -5.485
C -5.384 -1.864 -3.927
C -2.131 2.894 4.184
C -4.759 -1.186 -2.883
C 1.004 -6.549 -0.920
C -6.679 -1.588 -1.492
C 3.455 -2.845 1.866
C -0.356 -6.338 -4.336
C -3.101 0.920 -4.148
H -1.218 3.411 3.883
H -0.056 -3.941 0.953
H 6.412 -1.917 -2.121
H 2.777 0.738 6.003
H 1.824 -2.728 5.894
H -3.417 0.951 0.252
H -0.770 -7.331 -4.458
H -4.905 -0.553 -0.850
H -1.869 -2.348 0.300
H 3.024 1.283 0.999
H -8.287 -2.679 -2.395
H 1.150 1.457 5.950
H 0.699 -7.539 -1.239
H -4.886 -1.995 -4.881
H -3.726 1.830 -7.350
H -7.129 -2.930 -4.567
H -5.589 -5.084 -1.466
H 5.747 -3.558 4.927
H -5.593 -4.347 0.897
H -2.933 3.997 -6.461
H 2.571 2.474 5.683
H 1.365 -6.731 -5.550
H 2.835 -6.586 -2.037
H -2.625 -2.416 -4.467
H 1.172 -2.837 -3.780
H -7.175 -1.489 -0.535
H -0.767 -6.196 0.248
H 2.344 -4.482 -5.190
H 2.753 -4.854 2.159
H 4.203 -5.306 4.085
H 5.423 -0.139 -3.554
H 1.512 -1.046 5.472
H -3.839 3.013 2.042
H -1.942 -5.690 -3.057
H -3.825 -0.139 -5.889
H -1.237 -1.337 -4.303
H -2.232 4.178 -4.079
H -2.026 2.436 5.167
H 5.057 -2.872 -0.285
H 3.529 -4.328 -1.323
H -2.946 3.614 4.209
H 5.819 -1.348 3.792
H 4.367 -0.903 1.865
H -1.558 -4.469 2.847
H -3.693 -2.942 1.753
H -3.755 -4.455 -2.945
H -2.334 2.241 -2.610
H 2.525 -2.042 4.399
H 3.180 0.681 -3.139
H 3.966 1.998 3.494
H 0.812 -4.558 4.247

Most stable: x. Least stable: w.

## w
C3H9S2 | ωB97M-V/def2-TZVPD

Values from the calculation:
- Highest occupied orbital energy: -2.8 eV
- Charge: -1
- Spin multiplicity: 1

Element x y z (Å)
S 0.488 0.934 -1.494
S -0.347 -0.616 2.190
C -0.055 1.762 0.025
C -0.713 -1.484 -0.856
C 0.636 -0.779 -0.904
H -0.996 1.341 0.366
H -0.160 2.822 -0.212
H -0.617 -2.472 -0.407
H -1.139 -1.577 -1.864
H 1.125 -0.810 0.067
H -0.380 -1.091 3.439
H -1.398 -0.913 -0.237
H 1.332 -1.225 -1.622
H 0.678 1.624 0.815

## x
C3H9S2 | ωB97M-V/def2-TZVPD

Values from the calculation:
- Highest occupied orbital energy: -2.2 eV
- Charge: -1
- Spin multiplicity: 1

Element x y z (Å)
S 1.014 -1.230 1.909
S 0.493 0.898 -2.747
C 0.700 -0.987 0.130
C -1.226 0.429 -2.417
C 0.594 0.369 2.577
H -1.332 -0.651 -2.417
H 1.068 -1.697 -0.618
H 1.152 0.022 0.042
H -1.975 0.793 -3.155
H -0.378 -1.001 -0.024
H -1.632 0.881 -1.501
H -0.469 0.435 2.740
H 0.837 1.257 1.968
H 1.154 0.482 3.515

## y
C3H9S2 | ωB97M-V/def2-TZVPD

Values from the calculation:
- Highest occupied orbital energy: -2.8 eV
- Charge: -1
- Spin multiplicity: 1

Element x y z (Å)
S -2.089 0.451 1.402
S 1.014 0.106 0.380
C -1.358 -0.469 2.803
C 1.157 -0.333 -2.367
C 0.793 0.760 -1.329
H -0.236 1.092 -1.484
H -2.022 -0.331 3.650
H -0.409 0.046 2.964
H 1.110 0.030 -3.410
H 0.446 -1.152 -2.310
H -0.887 0.293 0.499
H 2.190 -0.576 -2.123
H -1.166 -1.540 2.715
H 1.459 1.623 -1.391

Most stable: w. Least stable: x.